# 1
DFT (the ωB97M-V functional and the def2-TZVPD basis) results for 6 unconnected molecules or ions with the total composition C24H34N2O18.

Geometry (Å):
C (-1.1400, -1.5407, -4.4986)
C (0.3310, -1.8507, -4.2122)
C (0.6071, -2.3089, -2.7800)
C (-0.1627, -1.5402, -1.7130)
N (0.4985, -1.6549, -0.3956)
C (0.4338, -0.5545, 0.4464)
C (1.3218, 0.4255, 0.6549)
C (2.6211, 0.5973, -0.0767)
N (3.4065, 1.7190, 0.4135)
C (0.7706, 1.3044, 1.7199)
O (1.1437, 2.3201, 2.1978)
O (-0.4627, 0.7635, 2.1176)
C (-0.7303, -0.3397, 1.3441)
O (-1.7567, -0.9342, 1.4548)
H (-1.7966, -2.2897, -4.0428)
H (-1.4405, -0.5594, -4.1173)
H (-1.3253, -1.5440, -5.5743)
H (0.9436, -0.9688, -4.4325)
H (0.6589, -2.6382, -4.8956)
H (1.6804, -2.2055, -2.5747)
H (0.3722, -3.3755, -2.6896)
H (-0.2487, -0.4827, -1.9977)
H (-1.1718, -1.9512, -1.6144)
H (1.4567, -1.9795, -0.4821)
H (2.3547, 0.6724, -1.1459)
H (3.2199, -0.3131, 0.0325)
H (2.9236, 2.5919, 0.2211)
H (4.2576, 1.7786, -0.1354)
C (1.8992, -3.7212, 4.3608)
C (1.7593, -2.2215, 4.1374)
O (2.5714, -2.0167, 2.9720)
C (2.6432, -3.1802, 2.2889)
O (3.0794, -3.2742, 1.1828)
O (2.1552, -4.1920, 3.0251)
H (0.9968, -4.1905, 4.7446)
H (2.7572, -3.9651, 4.9866)
H (0.7309, -1.9392, 3.9054)
H (2.1335, -1.6067, 4.9506)
C (2.1243, 6.9928, -0.2211)
C (1.7492, 5.6356, 0.3504)
O (2.1110, 4.7560, -0.7183)
C (3.0616, 5.3570, -1.4765)
O (3.6923, 4.8085, -2.3201)
O (3.1860, 6.6530, -1.1241)
H (2.4824, 7.6958, 0.5241)
H (1.3095, 7.4446, -0.7871)
H (2.3368, 5.3731, 1.2317)
H (0.6919, 5.5314, 0.5735)
C (-1.6699, 6.6418, 3.9862)
C (-0.1594, 6.7896, 3.8955)
O (-0.0040, 7.4607, 2.6390)
C (-1.1571, 8.1129, 2.3434)
O (-1.2811, 8.8806, 1.4475)
O (-2.1291, 7.7535, 3.2085)
H (-2.0648, 6.7199, 4.9946)
H (-2.0245, 5.7213, 3.5208)
H (0.2458, 7.4276, 4.6816)
H (0.3777, 5.8455, 3.8725)
C (-3.1715, -4.1402, -6.9534)
C (-2.9492, -5.1358, -8.0816)
O (-1.5714, -4.9225, -8.4023)
C (-0.9508, -4.3902, -7.3243)
O (0.2214, -4.2462, -7.2113)
O (-1.8632, -4.0389, -6.3865)
H (-3.8701, -4.4764, -6.1928)
H (-3.4704, -3.1570, -7.3205)
H (-3.0755, -6.1685, -7.7534)
H (-3.5566, -4.9530, -8.9631)
C (-3.7894, -4.0455, 4.3446)
C (-2.7783, -2.9416, 4.0843)
O (-1.6229, -3.4319, 4.7893)
C (-1.7209, -4.7775, 4.8899)
O (-0.8417, -5.4907, 5.2583)
O (-2.9455, -5.1912, 4.5168)
H (-4.4722, -4.2240, 3.5198)
H (-4.3522, -3.8895, 5.2661)
H (-2.5299, -2.8409, 3.0318)
H (-3.0610, -1.9739, 4.4873)

Results
E_tot: -2398.8239 Eh
largest force on an atom: 0.01381 Eh/bohr
charge: 0
HOMO-LUMO gap: 8.68 eV
SMILES: CCCCNC1=C(CN)C(=O)OC1=O.O=C1OCCO1.O=C1OCCO1.O=C1OCCO1.O=C1OCCO1.O=C1OCCO1
HOMO: -9.20 eV
E_LUMO: -0.5258 eV

Calculated atomic charges, method Löwdin, unit e: -0.12, -0.25, -0.20, -0.19, 0.05, -0.16, -0.04, -0.20, 0.03, -0.37, 0.17, 0.12, -0.38, 0.16, 0.07, 0.07, 0.06, 0.11, 0.10, 0.11, 0.12, 0.12, 0.12, 0.11, 0.13, 0.13, 0.05, 0.08, -0.09, -0.10, 0.05, -0.58, 0.14, 0.07, 0.10, 0.14, 0.12, 0.13, -0.10, -0.12, 0.03, -0.58, 0.16, 0.06, 0.13, 0.14, 0.13, 0.13, -0.11, -0.11, 0.03, -0.57, 0.17, 0.06, 0.13, 0.13, 0.13, 0.13, -0.11, -0.11, 0.06, -0.57, 0.17, 0.03, 0.13, 0.13, 0.13, 0.13, -0.10, -0.10, 0.04, -0.57, 0.16, 0.07, 0.13, 0.13, 0.12, 0.14

# 2
DFT (the ωB97M-V functional and the def2-TZVPD basis) results for C24H34N2O5 in the gas phase.

Geometry (Å):
C (-5.5233, -4.4896, -0.5868)
C (-5.2862, -3.0408, -0.9895)
C (-5.6005, -2.0703, 0.1258)
O (-5.8779, -2.4142, 1.2462)
C (-5.5631, -0.6055, -0.2811)
H (-4.9753, -0.4798, -1.1955)
C (-7.0022, -0.1297, -0.5354)
C (-7.0092, 1.3637, -0.8485)
C (-6.3358, 2.1372, 0.2836)
N (-4.9935, 1.6405, 0.5061)
C (-3.9359, 2.3778, 0.0808)
O (-4.0730, 3.4663, -0.4490)
C (-2.5775, 1.8114, 0.3421)
C (-1.6945, 1.6393, -0.7131)
C (-0.4036, 1.1874, -0.4998)
C (0.0331, 0.9184, 0.7932)
C (-0.8498, 1.1116, 1.8594)
C (-2.1359, 1.5509, 1.6378)
H (-2.8013, 1.7093, 2.4737)
H (-0.4944, 0.9105, 2.8575)
O (1.2651, 0.4593, 1.1400)
C (2.2783, 0.3090, 0.1614)
C (2.8970, 1.6542, -0.2342)
C (4.0819, 1.4261, -1.1709)
N (5.0657, 0.5663, -0.5429)
C (6.2716, 1.0864, -0.2053)
O (6.5762, 2.2267, -0.5001)
C (7.2570, 0.1792, 0.5089)
C (7.9466, -0.7573, -0.5000)
O (8.6582, -1.8085, 0.1056)
C (9.8453, -1.4152, 0.7512)
H (9.6453, -0.8160, 1.6459)
H (10.3523, -2.3330, 1.0427)
H (10.4899, -0.8410, 0.0756)
H (7.2007, -1.2496, -1.1299)
H (8.6095, -0.1642, -1.1460)
H (6.7788, -0.4098, 1.2915)
H (8.0015, 0.8299, 0.9697)
C (4.5340, -0.7297, -0.1934)
H (5.3002, -1.3651, 0.2434)
C (3.3615, -0.5773, 0.7792)
H (2.9444, -1.5550, 1.0214)
H (3.7020, -0.1118, 1.7052)
H (4.1783, -1.2121, -1.1133)
H (4.5727, 2.3713, -1.4064)
H (3.7418, 0.9550, -2.1007)
H (2.1575, 2.2930, -0.7177)
H (3.2383, 2.1586, 0.6715)
H (1.8718, -0.1953, -0.7287)
H (0.2466, 1.0589, -1.3508)
H (-2.0220, 1.8648, -1.7171)
C (-4.9428, 0.2416, 0.8436)
H (-3.9101, -0.0672, 1.0073)
H (-5.5101, 0.0681, 1.7646)
H (-6.2579, 3.1970, 0.0362)
H (-6.9072, 2.0198, 1.2106)
H (-8.0333, 1.7160, -0.9748)
H (-6.4662, 1.5497, -1.7773)
H (-7.4407, -0.6914, -1.3631)
H (-7.5987, -0.3235, 0.3590)
H (-5.8909, -2.7743, -1.8597)
H (-4.2386, -2.8887, -1.2650)
H (-6.5695, -4.6427, -0.3353)
H (-4.9279, -4.7352, 0.2884)
H (-5.2542, -5.1613, -1.3979)

Results
E_tot: -1420.6659 Eh
largest force on an atom: 0.01583 Eh/bohr
charge: 0
ΔE to the lowest compared entry with this formula, charge and spin: 45.51 kcal per mole
HOMO-LUMO gap: 9.18 eV
SMILES: CCC(=O)[C@H]1CCCN(C(=O)c2ccc(OC3CCN(C(=O)CCOC)CC3)cc2)C1
HOMO: -8.66 eV
E_LUMO: 0.5255 eV

Calculated atomic charges, method Löwdin, unit e: -0.10, -0.18, -0.39, 0.11, -0.23, 0.15, -0.15, -0.16, -0.14, -0.04, -0.42, 0.07, -0.16, -0.01, -0.01, -0.25, 0.01, -0.03, 0.13, 0.12, -0.01, -0.34, -0.09, -0.13, -0.06, -0.46, 0.06, -0.08, -0.22, -0.19, -0.11, 0.08, 0.09, 0.09, 0.12, 0.13, 0.12, 0.12, -0.14, 0.11, -0.09, 0.13, 0.13, 0.13, 0.12, 0.13, 0.12, 0.14, 0.15, 0.11, 0.12, -0.10, 0.13, 0.14, 0.12, 0.13, 0.11, 0.12, 0.12, 0.13, 0.12, 0.13, 0.08, 0.08, 0.07

# 3
DFT (the ωB97M-V functional and the def2-TZVPD basis) results for C24H34N4O2 in the gas phase.

Geometry (Å):
C (-1.3382, -2.7883, 2.9389)
H (-0.7632, -3.1405, 3.7916)
H (-0.9182, -1.8428, 2.6034)
H (-2.3643, -2.6172, 3.2565)
C (-1.2951, -3.8151, 1.8043)
C (-2.0550, -3.3343, 0.6154)
C (-3.2907, -3.6458, 0.1335)
C (-3.4920, -2.8302, -1.0088)
C (-2.3631, -2.0787, -1.1475)
O (-1.4894, -2.3805, -0.1578)
C (-1.9894, -0.9775, -2.0903)
N (-2.4876, 0.3352, -1.7070)
C (-2.1469, 0.6821, -0.3399)
C (-2.3776, 2.1749, -0.1032)
C (-3.8399, 2.5043, -0.4099)
C (-4.2047, 2.0294, -1.8116)
C (-3.8990, 0.5410, -1.9552)
H (-4.1250, 0.2105, -2.9722)
H (-4.5300, -0.0372, -1.2560)
H (-5.2623, 2.2101, -2.0118)
H (-3.6138, 2.5784, -2.5460)
H (-4.0070, 3.5790, -0.3199)
H (-4.4816, 2.0015, 0.3194)
C (-2.0330, 2.6060, 1.3272)
C (-0.6552, 2.1362, 1.8095)
C (0.4220, 2.6097, 0.8507)
O (0.4542, 3.7706, 0.4833)
N (1.3274, 1.7094, 0.3837)
C (1.5950, 0.3644, 0.8419)
H (0.8501, 0.0245, 1.5565)
C (2.9861, 0.3089, 1.4924)
N (3.9990, 0.7620, 0.5647)
C (4.6506, -0.1696, -0.2008)
N (4.4123, -1.4491, 0.1053)
C (5.0614, -2.3999, -0.5415)
C (5.9836, -2.1597, -1.5415)
C (6.2408, -0.8321, -1.8658)
C (5.5791, 0.1750, -1.1993)
H (5.7904, 1.2038, -1.4412)
H (6.9586, -0.5868, -2.6357)
H (6.4842, -2.9694, -2.0469)
H (4.8135, -3.4087, -0.2348)
C (3.7268, 2.1076, 0.1132)
H (4.4863, 2.4508, -0.5851)
C (2.3422, 2.1706, -0.5455)
H (2.0950, 3.1945, -0.8285)
H (2.3286, 1.5273, -1.4329)
H (3.7376, 2.7679, 0.9871)
H (3.2221, -0.7134, 1.7841)
H (3.0062, 0.9653, 2.3685)
H (1.5850, -0.3122, -0.0213)
H (-0.6664, 1.0585, 1.9424)
H (-0.4510, 2.5966, 2.7799)
H (-2.0635, 3.6956, 1.3682)
H (-2.7878, 2.2176, 2.0159)
H (-1.7398, 2.7250, -0.8008)
H (-1.0937, 0.4361, -0.1991)
H (-2.7429, 0.1028, 0.3900)
H (-2.3634, -1.2016, -3.0917)
H (-0.8968, -0.9144, -2.1282)
H (-4.3547, -2.8144, -1.6436)
H (-3.9730, -4.3667, 0.5361)
H (-1.7275, -4.7580, 2.1404)
H (-0.2556, -3.9891, 1.5171)

Results
E_tot: -1304.4443 Eh
largest force on an atom: 0.01881 Eh/bohr
charge: 0
ΔE to the lowest compared entry with this formula, charge and spin: 50.98 kcal per mole
HOMO-LUMO gap: 8.59 eV
SMILES: CCc1ccc(CN2CCC[C@@H](CCC(=O)N3CCN(c4ccccn4)CC3)C2)o1
HOMO: -7.88 eV
E_LUMO: 0.7127 eV

Calculated atomic charges, method Löwdin, unit e: -0.09, 0.07, 0.06, 0.08, -0.17, -0.30, -0.02, -0.02, -0.26, 0.07, -0.11, -0.15, -0.15, -0.30, -0.17, -0.18, -0.20, 0.12, 0.12, 0.11, 0.12, 0.12, 0.12, -0.16, -0.10, -0.46, 0.05, -0.05, -0.12, 0.10, -0.13, -0.08, -0.29, 0.11, -0.15, -0.09, -0.08, -0.01, 0.09, 0.11, 0.09, 0.10, -0.12, 0.11, -0.11, 0.12, 0.13, 0.13, 0.11, 0.13, 0.13, 0.08, 0.13, 0.12, 0.12, 0.15, 0.11, 0.15, 0.13, 0.13, 0.11, 0.11, 0.12, 0.12

- Number 1 is which compound?
  C24H34N2O18

- largest force on an atom of number 3 (C24H34N4O2)?
  0.01881 Eh/bohr

- Which of these has the lowest HOMO-LUMO gap?
  C24H34N4O2

- Among the records above, which one has the highest E_tot?
  C24H34N4O2